P:
A 2-piece molecular cluster, C6H12O3 overall, computed with ωB97M-V with the def2-TZVPD basis set.

The geometry in XYZ format:
```
21
Properties=species:S:1:pos:R:3:mulliken_charge:R:1
C -0.512 -0.915 -0.417 1.453
C -0.791 -1.648 0.888 -1.347
C -0.368 -1.859 -1.599 -1.482
O -1.476 0.077 -0.697 -0.534
H -2.359 -0.249 -0.488 0.318
H 0.454 -0.225 -0.367 -0.715
H 0.015 -2.342 1.113 0.373
H -1.351 -2.087 -2.013 0.330
H 0.225 -1.408 -2.392 0.375
H -1.727 -2.202 0.809 0.443
H -0.857 -0.936 1.710 0.344
H 0.074 -2.822 -1.354 0.355
C 0.404 2.757 0.055 -1.022
C 0.710 1.764 1.123 0.708
C 1.809 0.660 0.677 0.128
O 0.175 1.673 2.196 -0.528
O 2.697 0.938 -0.092 -0.480
H 1.942 -0.061 1.502 0.381
H -0.272 2.253 -0.643 0.231
H 1.321 3.011 -0.473 0.326
H -0.113 3.621 0.464 0.342
```

Values from the calculation:
Gap between HOMO and LUMO   9.27 eV
LUMO energy   -0.12 eV
SMILES   CC(=O)C=O.CC(C)O
Net charge   0

Q:
One molecule with the formula C6H12O3, computed with ωB97M-V with the def2-TZVPD basis set.

The geometry in XYZ format:
```
21
Properties=species:S:1:pos:R:3:mulliken_charge:R:1
C -0.604 -0.243 -0.162 1.384
C 0.271 1.531 2.172 -0.684
C 0.587 -1.804 -1.937 -0.771
C -1.976 0.387 -0.297 -1.532
C 0.610 0.574 -0.159 0.082
C 1.923 0.552 -0.305 -0.852
O 0.075 1.743 0.785 -0.437
O -0.306 -0.745 -1.703 -0.473
O -0.551 -1.285 0.742 -0.477
H -1.459 -1.560 0.933 0.376
H 1.164 0.941 2.419 0.327
H 0.366 2.497 2.679 0.270
H -0.595 1.019 2.610 0.214
H 1.541 -1.415 -2.314 0.237
H 0.762 -2.431 -1.054 0.330
H 0.178 -2.445 -2.726 0.254
H -2.363 0.695 0.676 0.398
H -2.672 -0.342 -0.724 0.453
H -1.943 1.249 -0.966 0.339
H 2.457 -0.257 -0.784 0.232
H 2.533 1.341 0.118 0.329
```

Values from the calculation:
Gap between HOMO and LUMO   9.90 eV
LUMO energy   0.76 eV
SMILES   C=C(OC)[C@](C)(O)OC
Net charge   0

The structure with the least stability is Q.

P:
One molecule with the formula CH2NOP, computed with ωB97M-V with the def2-TZVPD basis set.

The geometry in XYZ format:
```
6
Properties=species:S:1:pos:R:3:mulliken_charge:R:1
C -2.836 -0.078 0.034 0.565
N -1.614 0.257 0.149 -0.327
O -3.972 -0.133 0.094 -0.332
P -0.325 -0.799 -0.269 -0.038
H 0.447 0.205 -0.782 0.058
H 0.021 -0.736 1.157 0.075
```

Values from the calculation:
Gap between HOMO and LUMO   10.06 eV
LUMO energy   0.46 eV
SMILES   O=C=NP
Net charge   0

Q:
One molecule with the formula CH2NOP, computed with ωB97M-V with the def2-TZVPD basis set.

The geometry in XYZ format:
```
6
Properties=species:S:1:pos:R:3:mulliken_charge:R:1
C -2.979 -0.074 -0.013 0.372
N -4.085 0.035 0.190 -0.280
O -1.582 -0.302 -0.432 -0.192
P -0.355 0.609 -0.197 0.035
H 0.362 -0.260 0.524 0.028
H 0.407 0.282 -1.291 0.037
```

Values from the calculation:
Gap between HOMO and LUMO   10.25 eV
LUMO energy   0.12 eV
SMILES   N#COP
Net charge   0

The structure with the least stability is Q.

P:
A 2-piece molecular cluster, C5H15NO overall, computed with ωB97M-V with the def2-TZVPD basis set.

The geometry in XYZ format:
```
22
Properties=species:S:1:pos:R:3:mulliken_charge:R:1
C 2.330 0.887 -0.578 -1.282
C 1.542 0.781 0.756 -0.859
N 0.118 0.474 0.641 1.425
C -0.169 -0.978 0.649 -0.684
C -0.908 -1.302 1.949 -1.706
C -0.558 1.306 -0.366 -3.218
H 2.367 1.921 -0.935 0.247
H 3.300 0.411 -0.535 0.468
H 1.794 0.371 -1.389 0.373
H 1.587 1.763 1.242 0.635
H 2.037 -0.022 1.295 0.117
H 0.727 -1.587 0.561 0.435
H -0.819 -1.214 -0.183 0.085
H -1.313 -2.310 2.062 0.836
H -1.793 -0.662 2.017 0.122
H -0.274 -1.007 2.785 0.276
H -0.212 1.365 -1.397 0.445
H -0.621 2.266 0.152 0.802
H -1.600 0.966 -0.314 0.283
H -2.722 -1.418 -2.292 0.923
H -1.603 -0.393 -1.767 0.079
O -1.867 -0.990 -2.477 -0.799
```

Values from the calculation:
2S+1   2
Gap between HOMO and LUMO (spin up / spin down)   2.67 / 8.72 eV
LUMO energy (spin up / spin down)   3.88 / 3.69 eV
<S²>   0.75
Net charge   -1

Q:
A 2-piece molecular cluster, C5H15NO overall, computed with ωB97M-V with the def2-TZVPD basis set.

The geometry in XYZ format:
```
22
Properties=species:S:1:pos:R:3:mulliken_charge:R:1
C -0.649 -1.875 0.417 -0.649
C 0.738 -2.023 1.006 -1.166
C -1.054 -0.357 0.769 -1.117
N 0.009 0.665 0.551 1.646
C 0.125 1.306 -0.788 -2.464
C -0.024 1.801 1.445 -1.767
H -1.429 -2.423 0.984 0.408
H -0.659 -1.888 -0.712 0.421
H 1.291 -1.402 0.250 0.156
H 0.832 -1.518 1.975 0.197
H 1.028 -3.033 1.233 0.447
H -1.231 -0.118 1.906 0.512
H -1.919 -0.125 0.216 0.209
H -0.640 2.047 -0.900 0.155
H -0.093 0.383 -1.477 -0.035
H 1.118 1.786 -0.635 0.801
H 0.942 2.392 1.345 0.447
H -0.861 2.383 1.324 0.709
H -0.030 1.444 2.485 0.157
H 1.607 0.018 -3.959 0.648
H 0.324 0.675 -3.492 0.347
O 0.575 -0.139 -3.945 -1.062
```

Values from the calculation:
2S+1   2
Gap between HOMO and LUMO (spin up / spin down)   2.67 / 8.70 eV
LUMO energy (spin up / spin down)   3.81 / 3.61 eV
<S²>   0.75
Net charge   -1

The structure with the least stability is Q.

P:
A 2-piece molecular cluster, CH4OS2 overall, computed with ωB97M-V with the def2-TZVPD basis set.

The geometry in XYZ format:
```
8
Properties=species:S:1:pos:R:3:mulliken_charge:R:1
C -0.961 -0.442 -0.369 -0.406
O -0.020 -1.476 -0.549 -0.471
S 1.517 1.317 0.101 -0.120
S 2.191 -0.525 0.351 0.113
H -0.688 0.232 0.477 0.082
H -1.910 -0.930 -0.208 0.286
H -0.990 0.310 -1.186 0.293
H 0.861 1.514 1.384 0.223
```

Values from the calculation:
Gap between HOMO and LUMO (spin up / spin down)   7.12 / 7.06 eV
LUMO energy (spin up / spin down)   -2.36 / -2.36 eV
Net charge   0

Q:
A 2-piece molecular cluster, CH4OS2 overall, computed with ωB97M-V with the def2-TZVPD basis set.

The geometry in XYZ format:
```
8
Properties=species:S:1:pos:R:3:mulliken_charge:R:1
S -1.264 1.210 0.623 -0.165
S 0.829 1.503 -0.718 -0.172
H -0.967 2.457 0.880 0.174
H 0.214 2.566 -1.146 0.173
O 0.485 -3.118 0.105 -0.389
C 0.290 -1.935 0.107 0.085
H 0.662 -1.235 0.855 0.153
H -0.250 -1.448 -0.706 0.141
```

Values from the calculation:
Gap between HOMO and LUMO   7.90 eV
LUMO energy   -1.96 eV
SMILES   C=O.SS
Net charge   0

The structure with the least stability is P.